This record from the OMol25 dataset describes a 6-piece molecular cluster, C26H68N4O8 overall at a distorted geometry. The level of theory is the ωB97M-V functional and the def2-TZVPD basis.

The geometry in XYZ format:
```
106
Properties=species:S:1:pos:R:3:forces:R:3
H 3.11389 -2.61452 -4.00781 0.744 -0.444 0.082
C -0.99841 2.84826 0.64765 -0.233 -0.605 1.055
H 3.29417 1.53322 -1.09084 0.380 -0.511 -0.395
N 3.18951 3.44349 -0.35888 0.766 0.743 0.503
H -1.98797 0.31986 1.55727 -0.140 0.041 0.009
C 4.05697 1.38585 0.87377 -0.033 0.270 0.805
H 2.30679 0.54113 -3.10423 -0.855 0.186 -0.580
C -5.34713 -1.05741 -0.83280 0.191 -1.791 -0.235
H 2.84132 -3.63127 -0.75040 -0.267 0.228 0.006
N 0.55070 1.27362 -0.44143 -0.538 0.212 0.293
H -7.89173 -2.76818 -1.89429 -0.036 -1.141 -0.182
O -4.19334 4.73608 5.90185 -0.638 1.186 0.243
O -3.83196 -2.91172 -2.49260 1.031 0.895 -0.387
H -0.32405 3.45002 1.25699 -0.341 0.962 -0.569
H 2.28841 3.32836 0.08563 0.000 -0.382 0.140
H 4.87891 -2.02522 -2.24873 0.268 0.139 0.414
H -1.45505 -3.23618 2.33112 0.141 -0.077 -0.043
H -2.21544 -2.46287 0.18122 -0.531 1.078 0.554
H 4.89208 0.68372 0.82123 0.151 -0.083 -0.225
H 3.96198 -2.33988 -0.19823 -0.065 -0.167 0.752
C -4.27987 4.62480 4.47341 0.230 -0.008 0.564
C 3.91615 2.16824 -0.45319 -1.427 -0.426 0.859
C -2.90373 4.18164 4.00797 -0.422 -0.730 -0.770
H -4.59147 5.53669 3.96009 0.589 0.810 0.831
C -0.96814 -2.81892 3.21275 -0.752 0.882 -0.339
H 0.29090 1.43952 1.64318 -0.086 -0.060 0.146
C 0.35994 -4.89474 3.47069 0.585 0.544 0.301
H -1.97283 2.83271 1.14055 0.027 -0.063 0.375
H 2.92487 1.43634 -5.23662 0.016 0.251 0.699
C -0.29934 1.48595 0.72632 -1.125 -0.023 0.124
H 3.92116 4.00062 -2.19369 -0.163 -0.212 -0.380
H -6.14768 3.72412 5.04515 -0.136 0.661 -0.145
C 2.33483 5.37948 -1.77865 -0.197 -0.290 -0.187
H -5.01799 -1.66818 0.01197 -0.731 -0.229 0.425
H 1.44289 0.96972 -0.07466 0.090 -0.471 -0.263
H -0.54540 -2.71519 -0.03681 -0.171 -0.523 -0.281
H -6.08124 -0.33891 -0.47222 0.550 0.505 -0.162
H -0.99518 -1.73318 3.10075 0.316 0.106 -0.268
H 1.54373 7.15623 -4.36010 -0.081 0.095 -0.076
H 3.56666 -5.68022 0.73752 -0.520 0.028 0.506
H -6.34076 -1.61364 -2.77651 0.509 0.267 -0.104
O 1.97481 5.60493 -3.16631 0.087 0.194 1.333
C 3.52869 0.53808 -5.39655 -1.122 0.811 0.431
H -1.26048 -1.64284 -1.15482 -0.849 -0.060 -0.205
O 4.66903 -4.32033 -0.21701 0.265 1.104 -0.125
H 4.50698 0.70065 -4.94353 0.259 -0.040 -0.456
H -4.33445 -0.76706 -1.11321 -0.508 0.994 -0.799
C 1.13241 6.72629 -3.44573 0.516 -0.155 -0.783
H -2.34108 -3.65336 -3.63354 0.561 0.198 0.439
H 1.16651 -1.75576 -3.03500 -0.109 0.141 0.009
H -7.77015 -1.69794 -0.90777 0.185 0.329 0.975
H 3.58805 -4.08421 1.59969 0.188 0.066 0.060
H -4.89995 -3.83805 -1.13322 -0.941 -0.031 0.411
H 1.11366 -2.98235 2.69664 0.208 -0.047 -0.001
C -5.45323 3.71830 4.20549 0.362 -1.505 0.222
H 3.33996 0.59897 3.18748 0.534 -0.515 0.304
H -0.25094 -5.30276 2.66592 0.398 0.225 -0.380
N -7.26102 -2.54844 -1.12896 -0.393 0.726 -1.087
C 3.87719 -3.28453 -0.74122 -0.280 0.352 -1.227
O 2.88847 -0.57315 -4.79054 -0.029 -0.192 0.469
H -2.73667 3.19418 4.44341 0.253 -0.074 0.120
C -6.04012 -2.04827 -1.82258 1.337 -0.622 1.347
C 2.79896 -0.40006 -3.37253 -0.251 2.840 0.592
C 2.17324 -1.55130 -2.66644 0.662 -0.573 -0.306
C 2.85817 -0.06237 2.46508 0.867 1.742 -1.664
H 3.02356 6.13689 -1.40066 0.148 0.154 -0.218
C 4.15919 -4.80707 1.01794 0.868 -1.037 -1.141
H 2.21585 3.33212 -2.18850 0.300 -0.249 -0.603
H -3.53281 -4.76150 -3.21240 0.213 -0.654 0.394
H 3.46793 0.54564 -6.48445 0.644 -1.079 -0.008
C -5.10851 -3.28683 -2.05315 -0.074 0.207 0.368
H 1.10066 7.54727 -2.72842 0.239 -0.343 0.492
C -1.32496 0.31834 0.69057 0.374 -0.014 0.633
N 3.01452 -2.65729 -3.00384 0.418 -2.854 0.218
O -0.62825 -0.94587 0.61467 -1.095 1.613 1.266
H 4.89235 2.30383 -0.91696 -0.022 0.162 0.096
H -0.00873 0.46244 -0.65601 1.680 -0.696 -2.038
C 4.24747 -2.91609 -2.20404 -0.807 0.425 -0.277
H -3.48128 4.22644 6.29387 0.179 -0.082 -0.495
H -5.58863 -3.95846 -2.76945 -0.047 -0.185 -0.129
H -0.12234 -5.28877 4.36604 0.080 0.412 0.281
O 2.86952 0.68224 1.20777 -1.440 -0.304 -0.206
H -2.30393 -4.34231 -1.94144 -0.144 0.214 0.188
O 0.77347 -2.91429 4.74434 1.334 0.386 1.162
H 1.13290 -2.02687 4.66552 -0.002 0.068 0.224
H 3.39507 -0.96473 2.17521 -0.116 -0.381 1.079
H -1.63411 -2.95865 4.06527 0.224 -0.607 0.156
C 0.43568 -3.34116 3.47341 -2.428 -1.543 -0.839
H 1.45705 5.41648 -1.12971 -0.294 -0.004 -0.063
H -1.23484 3.19479 -0.35711 0.717 0.011 -0.071
H 5.06347 -5.19127 1.48978 -0.320 0.173 0.719
H 1.84112 -0.16572 2.84046 -0.122 -0.426 -0.614
C -2.91580 -3.97806 -2.76619 -1.641 0.333 -1.423
H 1.38402 -5.26912 3.46150 -0.113 -0.376 -0.182
H -1.90410 0.44140 -0.22796 -0.292 0.056 -0.069
H 4.87585 -3.71907 -2.58903 -0.479 -0.170 -0.413
H -2.09070 4.85037 4.28770 -0.238 0.150 0.148
C -1.30560 -1.93207 -0.10260 2.389 -1.431 -1.242
H 3.75343 -0.12280 -2.91492 0.751 -0.790 -0.288
C 2.95228 3.97096 -1.69455 -0.404 0.409 -0.151
H -5.06702 2.69854 4.27989 -0.204 -0.337 -0.597
H -5.97055 3.91646 3.26774 0.105 -0.208 -0.029
H 2.13160 -1.49149 -1.57834 -0.083 0.700 -0.025
H -2.84851 4.02381 2.93007 -0.082 0.146 -0.078
H 0.11333 6.41959 -3.68500 -0.083 -0.206 0.280
H 4.21514 2.01379 1.75380 0.571 0.593 -0.281
```
Positions in Å, forces in eV/Å.

Results
energy above the lowest of the compared OMol25 structures with the same formula, charge and spin	3.861	eV
net charge	0
LUMO level	0.4	eV
orbital gap	8.64	eV

Results of the Löwdin charge analysis, in e, for atoms 1 through 99: H 0.098; C -0.055; H 0.087; N -0.064; H 0.126; C -0.194; H 0.106; C -0.054; H 0.118; N 0.079; H 0.065; O -0.063; O -0.222; H 0.074; H 0.091; H 0.099; H 0.064; H 0.085; H 0.118; H 0.107; C -0.488; C -0.187; C -0.059; H 0.131; C -0.067; H 0.125; C -0.041; H 0.052; H 0.082; C -0.422; H 0.121; H 0.081; C -0.195; H 0.072; H 0.029; H 0.089; H 0.072; H 0.065; H 0.080; H 0.089; H 0.130; O -0.198; C -0.103; H 0.092; O -0.192; H 0.090; H 0.060; C -0.111; H 0.089; H 0.121; H 0.059; H 0.075; H 0.125; H 0.125; C -0.064; H 0.087; H 0.074; N 0.018; C -0.240; O -0.175; H 0.081; C -0.388; C -0.253; C -0.209; C -0.037; H 0.118; C -0.096; H 0.112; H 0.081; H 0.088; C -0.220; H 0.082; C -0.170; N -0.082; O -0.225; H 0.121; H 0.043; C -0.152; H 0.080; H 0.117; H 0.081; O -0.276; H 0.084; O -0.032; H 0.086; H 0.086; H 0.089; C -0.504; H 0.114; H 0.080; H 0.089; H 0.076; C -0.087; H 0.068; H 0.125; H 0.117; H 0.085; C -0.137; H 0.107



This record from the OMol25 dataset describes a 6-piece molecular cluster, C26H68N6O10 overall at a distorted geometry. The level of theory is the ωB97M-V functional and the def2-TZVPD basis.

The geometry in XYZ format:
```
110
Properties=species:S:1:pos:R:3:forces:R:3
C 7.36071 0.30500 -6.15641 -0.387 0.042 -0.506
O -2.98465 6.79794 -3.01683 0.062 0.066 0.056
O 1.12220 0.71347 -3.95939 1.210 1.662 0.203
H -0.86555 1.06586 0.23967 -1.593 -0.721 -0.216
H 5.61738 -1.11378 -5.02333 -0.197 1.006 0.223
C 2.28869 7.11941 -0.38756 1.906 -0.825 0.189
C 1.63005 2.05828 -3.67689 -0.568 -0.449 -1.414
O 6.47977 0.80591 -5.18558 0.012 -0.265 0.072
C -1.01070 -2.44751 3.29975 1.430 -0.748 0.243
H -1.58439 8.02450 -2.04899 1.199 -0.630 1.157
H -0.86037 -2.61171 -0.87415 -1.304 0.273 0.793
H 4.00072 -2.93025 -0.79510 -0.364 -0.395 -0.134
H -1.94630 -8.25502 2.41564 -0.243 0.132 -0.236
H 0.62218 -4.22961 5.28294 -0.367 0.166 0.312
H 1.09312 -2.17627 1.28724 -0.369 0.579 0.029
O -1.80026 -3.97672 0.28263 -0.840 0.219 -0.026
C 0.53271 5.68277 0.22585 2.829 -0.011 0.324
O 0.99001 6.77704 -0.52356 -1.895 0.604 -1.125
H 0.92410 0.88670 1.71659 -0.225 -0.471 0.275
H -3.54714 2.68563 4.63347 0.077 0.707 1.472
C -3.10599 -5.76339 1.22213 0.206 -1.060 1.043
C 2.91562 -1.00903 1.52675 -0.412 1.225 1.243
H -4.48931 -7.75065 2.85102 -0.162 0.216 0.425
O 0.80240 1.64974 1.13464 0.428 0.830 -0.137
C 4.51194 0.40421 -3.93603 -0.998 -0.227 0.668
H -2.26736 8.66141 -3.43768 -0.511 -0.324 0.222
H -3.26425 8.61358 -1.93172 0.653 -0.721 -0.582
H -4.57922 -10.24029 3.05947 0.044 0.450 -0.199
H 6.82642 0.06840 -7.09399 0.127 0.004 0.228
H 1.90284 -2.41348 2.79794 -0.086 0.325 -0.354
C -3.10012 -4.32245 0.80134 0.437 0.146 -1.140
C -1.83450 -2.66472 -0.27704 1.582 -0.644 -1.583
H 1.80963 2.69515 -4.57919 -1.012 -0.663 0.102
C -0.39615 -3.80340 5.26569 0.411 -0.379 -0.862
H -2.67245 -2.47753 -0.99366 0.404 -0.424 0.567
N -3.70181 2.12317 3.84437 -0.550 0.313 -0.713
H 2.73292 -0.12036 0.86358 0.006 -1.058 -0.055
C -3.66773 -10.07560 3.64511 0.085 -0.100 0.914
H 1.23071 4.84144 0.04193 -0.532 -0.121 -0.067
H -0.87937 1.41425 -3.82931 0.856 -0.955 -0.317
H -1.33915 6.41722 0.13887 -0.367 0.280 -0.241
H 2.51680 7.20257 0.65875 0.578 -0.136 0.870
N 0.71386 -0.63677 2.81411 -0.021 -0.175 0.308
H -3.69449 -10.84519 4.41760 0.352 -0.274 -0.286
H -3.89093 -6.89037 4.47075 -0.138 -0.888 -1.998
H 4.24474 -1.30386 -0.77957 2.549 2.908 -1.278
C -2.50838 8.03961 -2.55272 -1.504 1.556 -1.180
H 0.90605 -0.56452 3.81713 1.117 -0.224 -0.549
N -1.10864 5.06802 -1.57035 1.077 -0.279 1.004
H -1.61799 -7.27267 3.90079 -0.838 -0.641 -1.100
C -0.16870 0.78325 -4.46974 -1.356 1.050 -0.477
H -1.25226 2.46537 4.11684 -0.075 -0.117 -0.335
O -0.38228 -2.58251 4.57229 -0.256 0.463 -0.171
H 2.48670 8.09233 -0.78397 -0.094 0.568 -0.658
H -2.45049 4.33978 -2.97625 0.143 -0.630 -1.212
C 0.12248 1.26538 -0.06200 1.355 0.296 0.739
C 5.33107 -0.01814 -5.08273 0.735 -0.513 -1.229
H -2.07346 -2.69991 3.30942 -0.238 0.444 0.329
C -2.81104 2.37891 2.81005 0.236 -1.761 1.521
C -3.36827 5.92021 -1.96073 -0.234 0.088 -0.109
H -3.34811 -3.55371 1.51638 -0.411 -0.121 0.787
H 8.11104 1.03868 -6.38346 0.263 0.539 0.006
H -2.76583 -10.17426 3.00671 -0.491 0.050 0.368
H -0.50592 -0.26220 -4.51398 -0.247 0.518 -0.289
C -2.32797 -7.42269 3.01772 0.504 2.144 1.240
H 0.92045 2.50582 -2.98708 -0.287 0.375 -0.049
C -3.72392 -7.67886 3.63576 1.122 0.239 1.830
H -2.81825 3.85816 -1.29377 0.121 1.114 -0.786
C -2.48801 4.69878 -1.98632 1.122 0.300 2.429
C 1.59186 -1.61692 2.08807 0.742 -0.204 1.253
H 0.10034 2.16070 -0.67851 0.143 -0.199 -0.411
H -1.83974 -1.89237 0.47956 -0.142 0.139 0.179
H 0.64406 5.91379 1.31358 -0.382 -0.123 -0.465
O 3.69605 -2.04541 0.96564 -0.846 0.647 1.135
N -1.51937 2.45664 3.14141 0.794 0.707 1.370
H 2.66477 -1.72928 -0.83772 -0.806 -0.386 0.177
C 2.95819 2.08489 -3.03505 0.682 -0.261 0.251
H 2.83556 1.38058 -2.19473 0.859 0.224 0.225
H -1.27714 -0.28774 3.48169 0.198 0.084 0.028
H -1.07065 -1.01096 1.84452 -0.104 0.782 0.460
H -4.43380 5.66128 -2.05814 0.190 0.212 0.075
H 7.87619 -0.57647 -5.80496 0.106 -0.570 0.154
H 3.61229 -0.18335 -4.03718 -0.542 -0.278 0.147
H 2.98186 3.13722 -2.68028 0.598 -0.673 0.099
H -0.59400 -3.21897 2.57934 -0.084 0.955 0.521
O -3.23741 2.27898 1.70711 -0.377 0.343 -3.286
H -1.05672 -4.55072 4.85912 -0.333 -0.301 -0.794
H 4.93455 2.41126 -3.70750 -1.738 -1.219 -0.528
H -0.81677 -3.62765 6.22277 0.146 0.219 1.292
H -3.80507 -4.24756 -0.03459 -0.171 0.120 0.032
N 4.09410 1.79832 -3.96668 1.090 1.434 1.283
H -0.81725 2.19943 2.48735 0.681 0.095 -0.814
H -4.56881 2.36591 3.38378 -0.582 -0.231 0.624
H -1.33231 -5.77461 2.22112 -0.038 -0.116 -0.001
H -3.15545 6.46170 -1.04902 -0.534 -0.093 0.601
O -3.68926 -8.87902 4.42975 -0.196 -0.033 -1.369
H 3.50481 -0.52194 2.33359 -0.342 -0.585 -0.057
H 4.73031 0.08317 -6.00371 0.166 0.053 0.061
H 2.97655 6.37108 -0.86692 -0.331 0.509 0.376
H -0.61279 5.72985 -2.14423 -0.410 0.033 -0.674
H 4.96216 0.08188 -2.99630 0.276 0.197 0.307
C -0.84584 5.49205 -0.16817 -2.795 -1.306 -0.370
H -2.69978 -6.32951 0.39974 -0.194 -0.283 -0.943
C 3.61919 -1.99314 -0.40437 -0.840 -2.492 -0.586
H -4.10257 -6.16650 1.46565 0.093 0.613 -0.474
H -0.23500 1.32924 -5.47275 0.307 -1.015 0.886
H 0.63037 0.39764 -0.52528 -0.403 0.447 -0.161
H -1.26114 4.72628 0.47810 -0.254 -0.316 0.202
N -2.28963 -6.05992 2.38561 0.267 -0.214 0.969
C -0.69832 -0.99038 2.88677 -0.962 -1.865 -2.349
```
Positions in Å, forces in eV/Å.

Results
energy above the lowest of the compared OMol25 structures with the same formula, charge and spin	0.000	eV
net charge	0
LUMO level	0.6	eV
orbital gap	9.00	eV

Results of the Löwdin charge analysis, in e, for atoms 1 through 99: C -0.126; O -0.182; O -0.202; H 0.048; H 0.141; C -0.150; C -0.235; O -0.182; C -0.202; H 0.053; H 0.113; H 0.101; H 0.099; H 0.097; H 0.117; O -0.212; C -0.247; O -0.192; H 0.005; H 0.064; C -0.210; C -0.215; H 0.107; O -0.176; C -0.251; H 0.094; H 0.109; H 0.084; H 0.094; H 0.126; C -0.211; C -0.110; H 0.138; C -0.098; H 0.100; N 0.140; H 0.115; C -0.114; H 0.132; H 0.095; H 0.114; H 0.079; N -0.062; H 0.086; H 0.154; H 0.036; C -0.127; H 0.123; N -0.033; H 0.133; C -0.159; H 0.110; O -0.202; H 0.081; H 0.093; C -0.120; C -0.254; H 0.115; C -0.734; C -0.223; H 0.111; H 0.079; H 0.083; H 0.086; C -0.187; H 0.098; C -0.214; H 0.139; C -0.174; C -0.146; H 0.067; H 0.045; H 0.140; O -0.153; N 0.184; H 0.089; C -0.219; H 0.116; H 0.114; H 0.085; H 0.126; H 0.080; H 0.112; H 0.129; H 0.120; O 0.053; H 0.066; H 0.141; H 0.072; H 0.120; N -0.034; H 0.059; H 0.097; H 0.097; H 0.095; O -0.216; H 0.130; H 0.130; H 0.105



Which of these has the lowest energy above the lowest of the compared OMol25 structures with the same formula, charge and spin? C26H68N6O10



The lowest orbital gap belongs to which entry? C26H68N4O8